[1]
ORCA calculation (the ωB97M-V functional and the def2-TZVPD basis) on a molecular structure, C25H44O2P2Re in a non-equilibrium geometry.

Values from the calculation:
* E_tot: -51418.837 eV
* Kohn-Sham gap (spin up / spin down): 5.6 / 6.6 eV
* highest occupied orbital energy (spin up / spin down): -0.487 / -0.532 hartree
* multiplicity: 4
* M: 624.78 g/mol
* total charge: +2
* <S²>: 3.772
* LUMO (spin up / spin down): -0.280 / -0.289 hartree
* ΔE to the lowest compared entry with this formula, charge and spin: 349.1 kJ/mol

Geometry (Å):
Re 1.1400 0.2167 -1.2161
P 2.9897 -1.6610 -1.0990
P -0.8062 2.9621 -2.5158
O -1.5344 -1.3812 -1.6338
O 0.0572 -2.0906 -3.0229
C 2.5620 1.2596 -5.0337
C 2.0785 -1.6229 2.2699
C 1.3186 -0.6936 1.3853
C -1.9212 0.6066 0.1320
C -0.4658 0.2584 0.2380
C 3.3823 1.5306 -2.5469
C 4.4549 -1.5023 -0.0345
C 2.5031 -3.4071 -1.2076
C 0.0510 -0.9539 0.8432
C 4.8840 1.0888 -2.8242
C 0.7344 4.0652 -2.4059
C 1.6838 0.6645 1.0313
C 2.8704 1.4316 1.5320
C -0.2632 -1.3344 -2.0965
C -1.0238 2.5563 -4.3202
C -2.5124 -1.9838 -2.5136
C -0.7076 -2.2048 1.0945
C 2.5281 -0.7130 -3.5345
C 0.5204 1.3068 0.4447
C 3.6582 -1.2190 -2.7707
C 0.1239 1.4275 -2.2362
C 5.0087 -0.4454 -2.9477
C 2.8854 -0.2457 -4.9350
C 0.1772 2.7654 0.6318
C 2.6718 1.9220 -3.7261
H 1.0754 4.3490 -3.3969
H 3.8394 -2.2769 -3.0330
H -2.2325 -3.0104 -2.7710
H -1.6826 -2.2279 0.5897
H 5.7238 -0.8091 -2.1934
H 2.3101 -2.5688 1.7589
H 2.5347 2.9842 -3.8100
H 5.3417 1.6168 -3.6881
H -1.1101 1.4563 -4.3618
H 1.4691 -1.8845 3.1529
H 2.8408 0.7884 -1.8625
H 0.6892 1.1726 -3.1998
H -1.9292 2.9794 -4.7695
H -2.5934 -1.3782 -3.4243
H -0.5565 3.1054 -0.1159
H -0.2957 2.9128 1.6211
H 5.5103 1.4433 -1.9801
H -2.2915 1.1030 1.0464
H 5.2325 -2.1423 -0.4841
H 1.6280 -3.5027 -1.8729
H 1.5242 1.4137 -5.4349
H 3.1884 2.1905 0.8056
H 2.6384 1.9486 2.4740
H 3.3730 -3.9294 -1.6148
H 3.0183 -1.1734 2.6287
H 1.0805 3.3860 0.5661
H -2.0942 1.3002 -0.6947
H 2.3033 -0.7810 -5.7063
H 4.7673 -0.4430 -0.0135
H -2.5441 -0.2774 -0.0212
H 0.5629 5.0078 -1.8297
H -3.4438 -1.9513 -1.9371
H 3.2484 1.7739 -5.7520
H -0.1346 -3.1002 0.7919
H 1.5467 3.5048 -1.9188
H 2.2223 -3.8147 -0.2235
H 3.7219 0.7618 1.7034
H -0.9028 -2.3106 2.1775
H 4.2413 -1.8375 0.9906
H 1.6624 -1.3787 -3.6195
H 5.4692 -0.6781 -3.9275
H -0.1247 2.8769 -4.8530
H 3.4705 2.4566 -1.9435
H 3.9493 -0.4117 -5.1978

---

[2]
ORCA calculation (the ωB97M-V functional and the def2-TZVPD basis) on a molecular structure, C25H44O2P2Tb in a non-equilibrium geometry.

Values from the calculation:
* E_tot: -71733.967 eV
* Kohn-Sham gap (spin up / spin down): 5.0 / 5.5 eV
* highest occupied orbital energy (spin up / spin down): -0.311 / -0.311 hartree
* multiplicity: 7
* M: 597.50 g/mol
* total charge: +1
* <S²>: 12.768
* LUMO (spin up / spin down): -0.129 / -0.110 hartree
* ΔE to the lowest compared entry with this formula, charge and spin: 502.3 kJ/mol

Geometry (Å):
Tb -2.4153 1.1800 1.1498
P 1.3567 -0.9941 -4.1193
P 3.1859 -2.5617 -2.0895
O -4.8072 -1.6210 2.3464
O -3.0888 -0.9310 1.1553
C 0.5430 -1.5558 -5.6591
C 2.7689 -0.0447 -4.8230
C 2.0379 -0.9841 1.8604
C 2.5344 0.2784 1.1961
C -1.2604 2.1417 3.0770
C 1.2947 -1.9415 1.2783
C -2.3647 4.0510 0.0826
C -0.9677 3.0422 2.0115
C 1.8141 0.4252 -1.3359
C 2.1727 -2.5733 -3.6024
C 3.5352 -4.2734 -1.6599
C 2.8736 0.1785 -0.3100
C -6.1008 -1.3142 2.9548
C 0.2180 -1.5660 -1.0138
C 1.2607 -2.3167 -0.1680
C 0.8264 -0.3943 -1.8046
C -4.6426 2.7775 1.7888
C -3.4246 1.3793 4.3058
C -2.1757 3.5322 1.4662
C 0.3926 3.3605 1.4961
C -3.2610 2.9848 2.2733
C -0.2921 1.4851 3.9893
C 4.7517 -1.6761 -2.3142
C -2.6783 2.1827 3.2986
C -4.0746 -0.6191 1.9320
H 3.4008 -0.6969 -5.4277
H 0.6201 1.1937 3.4640
H -0.2477 -2.2833 -1.7182
H 4.2953 -4.6977 -2.3356
H -5.3017 2.8415 2.6552
H 0.6058 2.9226 0.5184
H -3.8108 0.4232 3.8910
H -4.7953 1.7652 1.3237
H 2.7669 -2.9548 -4.4668
H -2.7665 1.1264 5.1435
H 2.6102 -4.8696 -1.7014
H 3.4840 0.5054 1.7163
H 4.5991 -0.7000 -2.8003
H -0.5987 -1.1902 -0.3680
H 0.1525 -0.6731 -6.1886
H 1.8763 1.1447 1.4122
H 3.3700 0.4458 -4.0428
H 1.3529 -3.2933 -3.4174
H 1.2560 -2.0849 -6.3075
H 1.7804 1.4562 -1.7190
H 0.1137 0.0622 -2.5332
H -0.2951 -2.2282 -5.4312
H -6.8458 -1.1014 2.1738
H 0.5885 -2.5019 1.9032
H -2.7278 5.0838 0.1291
H 2.3260 0.7319 -5.4673
H 1.1657 3.0131 2.1756
H 2.3983 -1.1229 2.8816
H -1.4216 4.0241 -0.4768
H -0.7219 0.5778 4.4214
H 3.6715 0.9238 -0.4932
H 5.4394 -2.2796 -2.9262
H -4.2871 1.9565 4.6653
H 3.9148 -4.2819 -0.6248
H 2.2916 -2.1235 -0.6488
H -4.9040 3.5447 1.0396
H -6.3996 -2.1930 3.5193
H 5.2028 -1.5226 -1.3221
H -3.1172 3.4583 -0.4693
H 0.5287 4.4395 1.3882
H 1.0940 -3.4031 -0.2535
H 3.3859 -0.7821 -0.4943
H -6.0524 -0.4403 3.6308
H -0.0107 2.1517 4.8193

---

[3]
ORCA calculation (the ωB97M-V functional and the def2-TZVPD basis) on a molecular structure, C25H44O2P2Tb in a non-equilibrium geometry.

Values from the calculation:
* E_tot: -71736.801 eV
* Kohn-Sham gap (spin up / spin down): 6.7 / 7.9 eV
* highest occupied orbital energy (spin up / spin down): -0.392 / -0.394 hartree
* multiplicity: 7
* M: 597.50 g/mol
* total charge: +1
* <S²>: 12.051
* LUMO (spin up / spin down): -0.145 / -0.102 hartree
* ΔE to the lowest compared entry with this formula, charge and spin: 228.8 kJ/mol

Geometry (Å):
Tb 1.8734 -0.7924 0.9685
P -4.6489 2.7091 -0.0538
P -3.8519 0.6696 -2.0988
O 0.8131 -2.3846 2.1244
O 1.6727 -3.7080 3.6249
C -0.0065 1.1987 -0.1916
C -6.0463 2.6495 1.1660
C 0.5639 -0.0939 -2.4305
C 0.7954 -1.4598 -1.8496
C -0.2811 0.9547 -1.6457
C 3.8758 -0.4867 3.4391
C -1.3878 -1.6435 -0.5432
C -0.0388 -2.1160 -1.0160
C 3.6069 1.7528 -1.1906
C -4.6741 -0.9503 -2.4430
C 4.2463 -1.2480 0.9750
C 1.8706 -2.8013 2.7004
C -1.5481 -0.6362 0.6467
C -0.5826 0.5076 0.8283
C -5.3768 4.1569 -0.9751
C -4.2989 1.4542 -3.7238
C 3.6627 0.7035 -0.1323
C 3.5227 0.9488 1.2729
C -5.2967 1.3713 -1.1588
C 4.6660 -2.6475 1.2704
C 3.1100 2.2212 1.9250
C 2.7851 -4.1427 4.4714
C 4.5417 -1.2578 -1.6014
C 3.9105 -0.2583 1.9698
C 4.0870 -0.6495 -0.3191
H 2.5927 -3.7850 5.4833
H 0.0647 -0.1916 -3.4059
H 4.9058 -0.5785 3.8120
H 4.8330 -3.2103 0.3415
H -4.0623 -1.5054 -3.1618
H 2.5466 2.0431 2.8503
H -6.0480 1.7847 -1.8505
H -1.5497 -1.2217 1.5742
H 1.7440 -1.9300 -2.1417
H -0.3487 0.7538 1.8796
H 3.3766 0.3421 3.9580
H 3.5399 1.3110 -2.1928
H 4.0072 -0.8414 -2.4625
H 4.3914 -2.3416 -1.6037
H 4.5059 2.3952 -1.1757
H 2.7375 2.4104 -1.0536
H -4.7522 -1.5212 -1.5120
H 2.7948 -5.2336 4.4315
H 3.3330 -1.4226 3.7072
H -5.9184 3.4778 1.8684
H -5.3385 1.2301 -3.9794
H -0.1087 1.9123 -2.1582
H -7.0155 2.7500 0.6676
H -4.8497 4.3260 -1.9146
H 5.5921 -2.6455 1.8676
H -6.0118 1.7065 1.7147
H 0.2600 -3.1020 -0.6449
H -5.2645 5.0403 -0.3418
H -2.5721 -0.2459 0.5546
H -5.7799 0.5917 -0.5557
H -1.3434 0.7135 -1.7940
H -4.1624 2.5373 -3.6843
H 3.8838 -3.1843 1.8557
H 1.5465 0.3429 -2.6599
H 0.6967 2.0105 0.0377
H 4.0075 2.7982 2.1877
H -1.9911 -1.2590 -1.3795
H -5.6758 -0.7846 -2.8559
H -3.6438 1.0370 -4.4911
H 2.4949 2.8420 1.2620
H 3.7359 -3.7329 4.1019
H 5.6156 -1.0831 -1.7767
H -1.8938 -2.5610 -0.1962
H -6.4409 4.0035 -1.1723

---

[4]
ORCA calculation (the ωB97M-V functional and the def2-TZVPD basis) on a molecular structure, C25H45AgN6O7PSSb.

Values from the calculation:
* E_tot: -80595.004 eV
* Kohn-Sham gap: 6.8 eV
* highest occupied orbital energy: -0.105 hartree
* M: 834.34 g/mol
* total charge: -2
* LUMO: 0.145 hartree
* ΔE to the lowest compared entry with this formula, charge and spin: 6.0 kJ/mol

Geometry (Å):
Sb -1.7077 1.5545 -1.5381
Ag -1.3833 0.2215 0.8221
S -4.7440 -3.9066 -5.4024
P 2.4554 0.4212 0.5377
O 1.1231 0.1046 -0.0400
O -4.7729 -2.8816 -6.4402
O -1.2508 -1.8555 4.6782
O -5.9917 -4.6546 -5.2882
O 0.3314 2.7779 3.7719
O -3.5446 -4.7351 -5.4207
O -1.0356 2.3352 2.0524
N 2.7138 -0.2483 2.0289
N -4.4450 -0.7054 -0.3297
N 2.6980 2.0378 0.6362
N -1.3816 -0.2950 2.9838
N 3.7400 -0.0949 -0.3933
N -1.7705 -2.4499 1.1452
C 4.3788 -1.3914 -0.2028
C 3.4818 -1.3573 -2.4307
C -0.0572 2.0646 -2.7974
C 3.5745 0.0740 -1.8417
C 3.6826 -2.2908 -1.2248
C -1.4866 -1.4999 3.4970
C 2.0136 -1.4961 2.3977
C 3.0914 -0.4516 4.3224
C -4.5033 -1.4955 -1.4828
C -4.6359 -2.9886 -3.8652
C 1.5845 2.9948 0.7766
C -0.4941 2.0605 3.1595
C -0.8898 0.7449 3.8649
C 2.1546 4.2342 0.1048
C 2.1582 -1.6031 3.9274
C -5.7789 -2.4139 -3.3217
C -3.1767 1.4511 -3.0824
C 3.6099 4.2206 0.5785
C -5.7179 -1.6793 -2.1501
C -3.4308 -2.8130 -3.2038
C 3.9871 2.7284 0.6146
C -3.3569 -2.0748 -2.0267
C -2.1697 3.5260 -0.8566
C 2.8715 0.5902 3.2346
C -2.0379 -2.6082 2.5793
H 1.9846 1.1974 3.4432
H 2.5232 -1.5277 -2.9183
H -6.6211 -1.2366 -1.7405
H 3.7243 1.2607 3.1168
H 4.2548 -3.1867 -1.4717
H 1.1788 -1.5070 4.3943
H -2.5418 -3.2755 -3.6155
H 2.4616 -2.3492 1.8769
H 1.6223 5.1436 0.3838
H -1.6605 -3.5496 2.9889
H 0.8282 2.2457 -2.1869
H -3.0106 0.5822 -3.7182
H -1.9329 4.2688 -1.6206
H -1.6220 3.7072 0.0689
H 4.5679 2.4260 -0.2597
H 4.2621 -1.5129 -3.1783
H 2.5579 -2.5742 4.2244
H 2.6805 0.6600 -2.0522
H 0.1441 1.2427 -3.4849
H -3.1330 2.3648 -3.6778
H -0.0363 0.4103 4.4609
H 4.2925 -1.7165 0.8295
H 2.1054 4.1258 -0.9833
H -3.2370 3.5609 -0.6333
H 5.4480 -1.3027 -0.4375
H 2.7166 -2.6028 -0.8238
H -4.1605 1.3516 -2.6242
H 4.1355 -0.7788 4.3120
H -1.6560 1.0211 4.6047
H -2.4049 -1.9438 -1.5219
H 3.6666 4.6421 1.5843
H 0.9603 -1.4412 2.1144
H -5.3043 -0.6745 0.1951
H -0.7861 -2.5912 0.9441
H -6.7269 -2.5666 -3.8234
H 1.3367 3.1762 1.8271
H -3.1240 -2.6125 2.7111
H 4.5919 2.4970 1.4985
H 4.4377 0.6088 -2.2533
H 4.2834 4.7936 -0.0608
H -3.6456 -0.8602 0.2713
H -2.2863 -3.1280 0.5957
H -0.3102 2.9617 -3.3647
H 0.6832 2.5937 0.3175
H 2.8652 -0.0551 5.3125

---

[5]
ORCA calculation (the ωB97M-V functional and the def2-TZVPD basis) on a molecular structure, C25H45BrClPY in a non-equilibrium geometry.

Values from the calculation:
* E_tot: -119549.474 eV
* Kohn-Sham gap (spin up / spin down): 3.2 / 3.2 eV
* highest occupied orbital energy (spin up / spin down): -0.025 / -0.025 hartree
* M: 580.87 g/mol
* total charge: -1
* LUMO (spin up / spin down): 0.091 / 0.091 hartree
* ΔE to the lowest compared entry with this formula, charge and spin: 461.1 kJ/mol

Geometry (Å):
Y -0.2533 1.9307 1.8436
Br -2.4989 0.7124 3.1103
Cl 1.6375 1.7757 3.4317
P -0.3304 -0.2572 0.0294
C 2.6057 4.4622 0.9700
C -1.8988 -1.2639 0.1678
C 0.3046 -0.4987 -1.7105
C 2.3761 -0.5716 0.7976
C -3.1095 -0.4036 -0.2327
C 0.8784 -1.8713 -2.0986
C 1.9868 3.8421 -0.3319
C -4.4132 -1.1114 0.1630
C -0.7466 -0.0548 -2.7421
C 3.3229 -2.6002 2.0238
C -1.9631 -2.6144 -0.5538
C 0.5503 -1.2772 -4.5698
C 0.3962 4.5118 2.2153
C -0.1422 0.0258 -4.1528
C 0.4420 3.5039 -0.1427
C 1.8976 -3.0816 2.3203
C -4.5041 -2.5530 -0.3598
C 3.4184 -1.0885 1.7999
C 1.6703 5.3380 1.8374
C -2.3578 2.3237 2.1984
C 1.5080 -1.8155 -3.4989
C 0.9578 -1.0298 1.1779
C -0.1928 3.8172 0.8972
C 0.8608 -2.5500 1.3219
C -3.2273 -3.3682 -0.1185
H -1.8284 4.0022 1.0714
H 4.4206 -0.8259 1.4384
H 1.1026 -1.1166 -5.5026
H -1.0814 -3.2377 -0.3486
H -3.1417 -3.6026 0.9517
H -3.2852 -4.3244 -0.6536
H 2.6282 -0.9255 -0.2115
H 2.3951 -1.1685 -3.4525
H 1.8583 -2.8176 -3.7766
H 0.5862 0.8470 -4.1757
H -4.7131 -2.5298 -1.4385
H 3.4725 5.0780 0.6617
H 2.9654 3.6476 1.6154
H -2.8556 2.2773 1.1846
H 1.0335 -3.0234 0.3441
H 1.6357 -2.2092 -1.3797
H 1.6072 -2.7497 3.3259
H -3.0617 0.5716 0.2691
H -0.2135 -2.0373 -4.7825
H -3.0932 -0.2238 -1.3178
H 0.0798 -2.6268 -2.0934
H 3.6934 -3.1146 1.1270
H 1.1436 0.2214 -1.7477
H -0.9323 0.2773 -4.8696
H -1.5765 -0.7779 -2.7549
H 1.3302 6.1964 1.2407
H 2.4325 0.5275 0.7837
H 0.1008 2.6872 -0.8339
H -5.2664 -0.5290 -0.2054
H -5.3531 -3.0606 0.1142
H 3.2641 -0.5524 2.7457
H -2.4994 3.2605 2.7947
H -4.4769 -1.1179 1.2600
H -0.4063 5.1282 2.6555
H 0.7293 -0.5698 2.1643
H -0.1451 -2.8485 1.6493
H 2.5513 2.8890 -0.5919
H 0.6953 3.8495 3.0789
H 3.9825 -2.8875 2.8500
H 2.1846 5.7515 2.7325
H -1.1788 0.9179 -2.4652
H -2.0011 -2.4573 -1.6430
H -1.9747 -1.4309 1.2571
H 1.8648 -4.1779 2.3183
H 2.1515 4.5803 -1.1830

---

[6]
ORCA calculation (the ωB97M-V functional and the def2-TZVPD basis) on a molecular structure, C25H45ClFeNO2P in a non-equilibrium geometry.

Values from the calculation:
* E_tot: -88435.524 eV
* Kohn-Sham gap (spin up / spin down): 6.0 / 5.7 eV
* highest occupied orbital energy (spin up / spin down): -0.119 / -0.119 hartree
* multiplicity: 6
* M: 513.91 g/mol
* total charge: -1
* <S²>: 8.796
* LUMO (spin up / spin down): 0.100 / 0.089 hartree
* ΔE to the lowest compared entry with this formula, charge and spin: 0.0 kJ/mol

Geometry (Å):
Fe -0.9229 -0.0712 0.5782
Cl -2.8526 0.7054 -0.0306
P 0.0452 0.2610 -2.1237
O 2.2374 1.9400 1.0598
O 3.1893 -0.0317 0.8366
N 3.1401 1.1231 1.2761
C 0.1567 2.0620 -2.6303
C 0.0729 -2.7088 1.0522
C -1.8859 0.3021 -4.3851
C -2.9678 -2.3477 -3.5060
C 0.6325 2.4046 -4.0471
C 1.3566 -0.8846 -4.5536
C 2.8561 0.0015 -2.7590
C -1.5919 -1.8681 -3.0409
C 2.4688 -1.8270 -5.0455
C -1.5212 -0.3378 -3.0338
C -3.2786 -0.1632 -4.8264
C 0.7385 4.3844 -1.8617
C -1.1793 -2.3659 3.2527
C -0.6900 1.2798 2.2353
C -1.2468 -2.9689 1.8424
C -0.3507 -0.0858 2.5196
C 1.4820 -0.6173 -3.0483
C -3.4257 -1.6930 -4.8158
C 0.9710 2.8826 -1.6305
C 3.8737 -1.3044 -4.7180
C 1.0064 4.8170 -3.3078
C -1.4308 -0.8611 3.2335
C 0.3389 3.8853 -4.3279
C -0.0338 -1.6034 0.0716
C 4.0076 -0.8962 -3.2466
H -1.4029 -4.0508 1.9399
H 4.0894 -0.4357 -5.3584
H 2.3617 -1.9953 -6.1289
H 1.3685 4.9532 -1.1679
H 4.9651 -0.3855 -3.0796
H -1.3650 -2.2593 -2.0352
H 1.4581 -1.5922 -2.5449
H 1.4326 0.0612 -5.1106
H 0.3817 -1.3154 -4.7944
H -2.1395 -2.5973 1.3016
H 0.8618 -2.3442 1.7367
H 0.6773 -0.4344 2.4534
H 2.9669 0.2252 -1.6913
H 4.6087 -2.0843 -4.9489
H 0.0734 2.0611 2.2647
H -3.9987 0.2706 -4.1235
H -2.4221 -0.6438 2.7831
H 2.9404 0.9674 -3.2822
H 0.7285 2.6035 -0.5989
H -0.1972 -2.5828 3.7107
H -0.8264 -2.2771 -3.7136
H 2.0428 2.6601 -1.7627
H 0.1520 1.7703 -4.8014
H -3.5014 0.2432 -5.8224
H 0.6432 5.8389 -3.4570
H -2.8281 -2.1008 -5.6465
H 0.4623 -1.8749 -0.8736
H -2.2750 0.0256 -2.3179
H -0.3065 4.6037 -1.6142
H -1.5991 1.6201 2.7551
H 0.4115 -3.6950 0.6628
H 0.6633 4.1306 -5.3496
H 2.3427 -2.8019 -4.5525
H -1.8760 1.3977 -4.2886
H -2.9432 -3.4373 -3.6158
H -0.9030 2.3432 -2.5308
H 4.0087 -1.8068 -2.6355
H -1.1555 0.0410 -5.1652
H -1.4599 -0.4714 4.2612
H -0.7483 4.0364 -4.2843
H 2.0911 4.8229 -3.4916
H -4.4752 -1.9526 -4.9907
H -1.9495 -2.8239 3.8913
H -3.6822 -2.1015 -2.7114
H 1.7148 2.2332 -4.1388